Record 1
# C2H4O2

The molecule C2H4O2 at a distorted geometry (wB97M-V/def2-TZVPD, the OMol25 dataset).

Computed properties:
Energy relative to the best compared isomer or geometry (same formula, charge and spin) in kJ/mol: 232.8
Spin multiplicity: 1
SMILES: O=CCO
Kohn-Sham gap in hartree: 0.3925

Element x y z (Å)
H 0.861 0.073 -1.327
H -0.392 1.249 0.323
O 1.514 -0.390 0.879
C 0.370 -0.458 0.744
C -0.562 0.233 -0.210
O 0.005 0.240 -1.544
H -1.552 0.097 -0.265
H -0.244 -1.044 1.402

Record 2
# C18H41N3O6P

A cluster of 4 separate species, C18H41N3O6P in total at a distorted geometry (wB97M-V/def2-TZVPD, the OMol25 dataset).

Computed properties:
Net charge: +1
Energy relative to the best compared isomer or geometry (same formula, charge and spin) in kJ/mol: 613.7
Spin multiplicity: 1
Kohn-Sham gap in hartree: 0.2712

Element x y z (Å)
C 7.345 -4.741 1.640
H -2.763 0.245 3.220
H -1.180 3.764 2.606
H 5.514 -0.636 1.371
H 7.650 -5.773 1.827
C -1.750 2.737 2.414
C 3.414 -1.393 0.776
H -3.092 -0.219 -4.509
H -2.964 -1.110 1.914
H -4.796 2.130 0.251
H 5.703 -4.898 2.659
H -1.119 -2.598 -2.479
H -3.751 3.811 2.193
C -2.647 -0.961 -5.177
H -4.366 0.124 -1.316
O 5.937 -4.635 1.753
H -6.172 1.672 -2.874
H 0.720 -2.290 -1.910
C -2.178 -0.603 2.617
O -1.385 -1.356 -4.673
H 1.660 4.115 1.493
H 1.262 4.109 -0.122
H 5.188 -0.716 -0.573
C -3.070 3.105 1.514
H -1.781 -1.374 3.432
C 0.675 2.318 0.887
H -5.974 -0.099 -2.933
H 7.820 -4.073 2.363
C 1.527 -0.087 0.277
H -1.985 2.289 3.477
H -6.584 0.689 -1.444
C -3.989 1.823 1.069
O 2.840 2.864 -2.080
N 1.724 1.443 0.238
H -0.829 -0.559 -4.637
H 4.850 3.615 -0.205
H 5.567 -2.307 0.481
H -3.299 0.998 0.562
C -0.419 -2.142 -1.645
H -0.330 -2.845 2.093
H 4.548 2.787 1.203
P 3.209 2.024 -0.592
H 1.943 3.313 -2.049
C -5.904 0.785 -2.295
O -2.299 -2.683 -0.061
C 5.045 -1.234 0.477
C -0.671 1.736 1.692
C -0.856 -2.919 -0.234
N 0.887 3.838 0.818
H -2.793 -3.561 -0.006
H -3.298 -1.837 -5.230
H 3.257 -2.556 0.987
C -2.755 3.969 0.149
C -0.904 0.084 1.802
H -0.622 -0.988 -1.616
C 0.068 -2.466 1.059
H -4.560 1.292 1.942
H 3.089 -0.856 1.786
C 0.263 -0.828 1.025
H -2.240 3.239 -0.608
N 4.051 3.283 0.416
H -0.702 -4.073 -0.457
O -4.576 0.926 -1.826
H -2.148 4.942 0.381
H -2.525 -0.540 -6.178
O 2.576 -0.941 -0.371
H -3.819 4.283 -0.290
H 7.643 -4.451 0.630
H 1.122 -3.002 0.896

Record 3
# C14H20N2O6S2

The molecule C14H20N2O6S2 (wB97M-V/def2-TZVPD, the OMol25 dataset).

Computed properties:
Energy relative to the best compared isomer or geometry (same formula, charge and spin) in kJ/mol: 329.5
Spin multiplicity: 1
SMILES: C=CCNS(=O)(=O)c1cc(S(=O)(=O)NCC=C)c(OC)cc1OC
Kohn-Sham gap in hartree: 0.3542

Element x y z (Å)
O 3.203 0.093 -1.380
C 0.134 -0.165 0.429
H 3.136 -2.245 -1.198
H -4.463 2.996 0.723
C 0.673 2.087 -0.190
C 3.327 -2.438 -0.143
C 1.086 0.773 0.057
H -5.700 -1.491 -3.763
H 6.759 -2.026 -0.504
N -3.601 -1.084 0.083
O -1.677 -2.363 1.034
C 5.710 -2.054 -0.746
O -2.941 1.707 0.539
H -4.187 -0.464 -3.706
S -2.338 -1.099 1.156
C 4.801 -2.428 0.134
C 2.760 3.071 -0.952
C -4.486 -1.742 -2.070
C -0.686 2.411 -0.017
H 2.863 -1.382 1.575
N 2.635 -1.387 0.592
S 2.783 0.164 -0.009
H 2.987 4.052 -1.368
H 2.943 2.296 -1.697
H 5.083 -2.708 1.141
H -2.590 -2.255 -1.229
O 3.579 0.937 0.907
C -1.623 1.472 0.374
H -2.886 3.681 1.183
O 1.389 3.141 -0.597
H -0.954 3.436 -0.211
H 5.433 -1.754 -1.742
H 0.429 -1.186 0.607
H -3.292 3.448 -0.542
C -4.810 -1.204 -3.231
C -3.406 3.041 0.467
H 2.876 -3.393 0.145
H -5.118 -2.481 -1.599
O -2.861 -0.712 2.429
H 3.389 2.880 -0.082
H -4.162 -0.254 0.204
C -3.258 -1.389 -1.291
C -1.189 0.159 0.586
H -2.717 -0.564 -1.777

Record 4
# C3H8S2

The molecule C3H8S2 at a distorted geometry (wB97M-V/def2-TZVPD, the OMol25 dataset).

Computed properties:
Energy relative to the best compared isomer or geometry (same formula, charge and spin) in kJ/mol: 77.6
Spin multiplicity: 1
SMILES: CCSSC
Kohn-Sham gap in hartree: 0.3173

Element x y z (Å)
H 0.053 -3.153 1.565
H 0.818 -2.582 0.060
H -1.186 -0.812 1.491
S -0.482 -0.077 -0.509
C 0.302 2.693 -1.442
H -0.871 -2.658 0.193
H 0.948 1.986 -1.951
S -0.209 1.903 0.140
C -0.182 -0.916 1.054
H 0.872 3.553 -1.111
H 0.446 -0.467 1.825
H -0.526 2.909 -2.116
C 0.017 -2.378 0.801

Record 5
# H14O7

A cluster of 7 separate species, H14O7 in total (wB97M-V/def2-TZVPD, the OMol25 dataset).

Computed properties:
Energy relative to the best compared isomer or geometry (same formula, charge and spin) in kJ/mol: 14.2
Spin multiplicity: 1
SMILES: O.O.O.O.O.O.O
Kohn-Sham gap in hartree: 0.4321

Element x y z (Å)
H -0.082 2.311 0.389
H -0.162 0.943 1.051
H -2.317 -1.322 -0.628
H -0.696 -2.769 2.133
O 1.346 3.036 -0.422
O -2.612 -2.181 -0.256
O 2.984 0.890 -0.037
H -1.541 0.555 -2.047
O -1.373 0.105 -1.206
O -0.736 1.694 0.775
H -1.320 0.824 -0.509
H 3.366 0.580 -0.873
H 0.479 -1.490 0.762
O -0.403 -2.909 1.225
H 2.284 0.234 0.200
H 1.699 3.775 0.093
H 2.014 2.318 -0.337
O 0.766 -0.617 0.404
H -1.224 -2.728 0.701
H 0.220 -0.478 -0.396
H -2.694 -2.771 -1.020

Record 6
# C6H4

The molecule C6H4 at a distorted geometry (wB97M-V/def2-TZVPD, the OMol25 dataset).

Computed properties:
Energy relative to the best compared isomer or geometry (same formula, charge and spin) in kJ/mol: 356.0
Spin multiplicity: 1
SMILES: C=C1C2=C1C2=C
Kohn-Sham gap (spin up / spin down) in hartree: 0.2426 / 0.2505

Element x y z (Å)
H 2.712 -1.050 -0.073
C -2.454 0.006 -0.097
C 0.040 -0.837 0.112
C 1.144 0.110 0.051
C -1.130 -0.082 0.101
C 2.473 -0.076 -0.095
H -3.016 -0.844 -0.189
H -2.965 0.901 -0.218
C -0.049 0.958 0.099
H 3.087 0.799 -0.098

Record 7
# C3H5N3O

The molecule C3H5N3O at a distorted geometry (wB97M-V/def2-TZVPD, the OMol25 dataset).

Computed properties:
Energy relative to the best compared isomer or geometry (same formula, charge and spin) in kJ/mol: 323.5
Spin multiplicity: 1
SMILES: Cn1cc(O)nn1
Kohn-Sham gap in hartree: 0.3619

Element x y z (Å)
H -0.423 1.809 -1.458
N -0.474 -1.376 1.250
H 2.629 -1.263 1.548
H -1.970 0.908 -1.862
O 1.681 -1.633 1.684
N -1.215 -0.717 0.420
C 0.807 -0.983 0.940
H 1.476 0.584 -0.625
C -1.211 1.139 -1.048
H -1.504 1.848 -0.250
N -0.570 -0.079 -0.460
C 0.775 -0.236 -0.139

What did the first record say?
# C2H4O2

The molecule C2H4O2 at a distorted geometry (wB97M-V/def2-TZVPD, the OMol25 dataset).

Computed properties:
Energy relative to the best compared isomer or geometry (same formula, charge and spin) in kJ/mol: 232.8
Spin multiplicity: 1
SMILES: O=CCO
Kohn-Sham gap in hartree: 0.3925

Element x y z (Å)
H 0.861 0.073 -1.327
H -0.392 1.249 0.323
O 1.514 -0.390 0.879
C 0.370 -0.458 0.744
C -0.562 0.233 -0.210
O 0.005 0.240 -1.544
H -1.552 0.097 -0.265
H -0.244 -1.044 1.402

Repeat the fifth record exactly.
# H14O7

A cluster of 7 separate species, H14O7 in total (wB97M-V/def2-TZVPD, the OMol25 dataset).

Computed properties:
Energy relative to the best compared isomer or geometry (same formula, charge and spin) in kJ/mol: 14.2
Spin multiplicity: 1
SMILES: O.O.O.O.O.O.O
Kohn-Sham gap in hartree: 0.4321

Element x y z (Å)
H -0.082 2.311 0.389
H -0.162 0.943 1.051
H -2.317 -1.322 -0.628
H -0.696 -2.769 2.133
O 1.346 3.036 -0.422
O -2.612 -2.181 -0.256
O 2.984 0.890 -0.037
H -1.541 0.555 -2.047
O -1.373 0.105 -1.206
O -0.736 1.694 0.775
H -1.320 0.824 -0.509
H 3.366 0.580 -0.873
H 0.479 -1.490 0.762
O -0.403 -2.909 1.225
H 2.284 0.234 0.200
H 1.699 3.775 0.093
H 2.014 2.318 -0.337
O 0.766 -0.617 0.404
H -1.224 -2.728 0.701
H 0.220 -0.478 -0.396
H -2.694 -2.771 -1.020